[1]
{"formula": "C16H10BrIrN4O2SSbSe4", "method": "the ωB97M-V functional and the def2-TZVPD basis", "total_energy_ev": -378445.817, "homo_energy_ev": [-5.443, -6.902], "fmax_ev_per_a": 4.345, "multiplicity": 6, "symbols": ["Ir", "Br", "C", "C", "C", "C", "C", "N", "C", "O", "O", "H", "H", "H", "N", "C", "C", "C", "C", "C", "C", "N", "C", "C", "C", "S", "C", "N", "H", "H", "H", "H", "H", "H", "H", "Se", "Sb", "Se", "Se", "Se"], "positions_angstrom": [[0.5788, -0.9402, -0.1174], [4.9077, 3.7841, -0.8039], [3.0768, 4.1232, -0.4889], [2.5799, 5.3545, -0.1838], [1.2331, 5.5406, 0.1943], [0.4358, 4.4146, 0.3599], [1.0387, 3.1296, 0.0923], [2.3205, 3.0395, -0.2788], [0.3655, 1.8332, 0.5035], [-0.1123, 1.7308, 1.6323], [0.3791, 0.9728, -0.5667], [3.1980, 6.2110, -0.2759], [0.8113, 6.5530, 0.3836], [-0.5851, 4.5836, 0.6479], [-2.9779, -2.9541, -0.1428], [-3.6339, -1.6855, -0.2279], [-4.9627, -1.4566, -0.0823], [-5.3304, -0.1264, 0.0114], [-4.4164, 0.8927, -0.0762], [-2.9785, 0.6407, -0.0693], [-2.5790, -0.6889, -0.1385], [-1.3632, -1.3762, -0.0220], [-1.6519, -2.7098, -0.0517], [-0.5254, -3.6072, -0.1158], [-0.4383, -4.9965, 0.0027], [1.1757, -5.4209, 0.2007], [1.7295, -3.7932, 0.1366], [0.7495, -2.8918, -0.0145], [-3.3912, -3.8848, -0.2554], [-5.6770, -2.2240, -0.0584], [-6.3701, 0.1547, 0.0773], [-4.6650, 1.9056, -0.3102], [-2.2699, 1.4660, -0.0194], [-1.2723, -5.6898, -0.1349], [2.8210, -3.6610, 0.1428], [7.1817, -1.3382, -1.1716], [4.9225, -1.8338, 0.8418], [2.9188, -0.7806, -0.7887], [7.2355, -0.2775, 1.0429], [5.5413, -3.9930, 0.1249]]}



[2]
{"formula": "C16H10IIrNO2", "method": "the ωB97M-V functional and the def2-TZVPD basis", "total_charge": 1, "total_energy_ev": -33269.610, "homo_energy_ev": [-11.567, -12.530], "fmax_ev_per_a": 0.355, "multiplicity": 5, "symbols": ["Ir", "O", "C", "O", "C", "C", "C", "C", "C", "N", "H", "H", "H", "H", "I", "C", "C", "C", "C", "C", "C", "C", "C", "C", "C", "H", "H", "H", "H", "H", "H"], "positions_angstrom": [[0.6129, 1.3869, 1.5183], [-2.7362, 2.6972, 3.3844], [-1.8643, 2.0209, 2.9213], [-0.6155, 2.4092, 2.7274], [-2.1104, 0.5866, 2.5160], [-3.2894, -0.0657, 2.8091], [-3.3999, -1.4056, 2.4665], [-2.3310, -2.0406, 1.8484], [-1.1877, -1.3142, 1.5793], [-1.0938, -0.0226, 1.9041], [-4.0801, 0.4807, 3.3032], [-4.3064, -1.9526, 2.6877], [-2.3778, -3.0851, 1.5761], [-0.3286, -1.7555, 1.0898], [2.8140, -0.4018, 1.6656], [2.5764, -0.6093, -0.3996], [3.3185, -1.5696, -1.0423], [3.2217, -1.7063, -2.4330], [2.3916, -0.8802, -3.1463], [1.6263, 0.1061, -2.4926], [0.7687, 0.9654, -3.2315], [0.0139, 1.9373, -2.6098], [0.0835, 2.0827, -1.2312], [0.8935, 1.2475, -0.4284], [1.7067, 0.2543, -1.0880], [3.9816, -2.2172, -0.4841], [3.8096, -2.4626, -2.9339], [2.3139, -0.9774, -4.2216], [0.7219, 0.8450, -4.3067], [-0.6263, 2.5873, -3.1897], [-0.5074, 2.8592, -0.7586]]}



[3]
{"formula": "C16H11Cl12I2NS2", "method": "the ωB97M-V functional and the def2-TZVPD basis", "total_energy_ev": -206397.327, "homo_energy_ev": -7.917, "fmax_ev_per_a": 4.507, "symbols": ["S", "C", "C", "C", "C", "C", "I", "C", "I", "S", "C", "C", "C", "C", "C", "C", "N", "H", "H", "H", "H", "H", "H", "H", "C", "Cl", "Cl", "Cl", "H", "C", "Cl", "Cl", "Cl", "H", "C", "Cl", "Cl", "Cl", "H", "C", "Cl", "Cl", "Cl", "H"], "positions_angstrom": [[3.6416, -1.7611, 2.1096], [2.1393, -1.0577, 1.3236], [0.9480, -1.8743, 1.1628], [-0.2620, -1.2754, 0.5670], [-0.1683, 0.1662, 0.1716], [1.0273, 0.9881, 0.3067], [0.9597, 3.0226, -0.3398], [2.2431, 0.4115, 0.8819], [4.0860, 1.4987, 1.1548], [-1.7165, 0.8657, -0.5073], [-2.9409, 0.0636, 0.5893], [-4.0980, 0.7631, 1.1208], [-5.0223, 0.0579, 2.0212], [-4.7532, -1.3363, 2.3724], [-3.5920, -2.0311, 1.8101], [-2.6399, -1.3457, 0.9141], [-1.4863, -2.0227, 0.3735], [3.5568, -1.2130, 3.3783], [0.9447, -2.9466, 1.5031], [-4.2237, 1.8292, 0.8353], [-5.9077, 0.6172, 2.4080], [-5.4357, -1.8778, 3.0751], [-3.3740, -3.1050, 2.0330], [-1.3891, -2.9761, 0.7229], [-1.0161, 5.6800, -2.7209], [-2.7132, 6.1403, -2.8950], [-0.2982, 5.3522, -4.3011], [-0.1138, 6.9456, -1.8704], [-0.9685, 4.7702, -2.1289], [-0.3694, -5.7575, 2.0790], [-2.0738, -5.3454, 1.8634], [0.3917, -6.0781, 0.5178], [0.4888, -4.4671, 2.9335], [-0.3122, -6.6603, 2.6791], [4.1548, 4.6985, -2.9012], [5.2424, 4.5836, -1.5119], [3.7883, 3.0912, -3.5382], [2.6677, 5.5463, -2.4591], [4.6538, 5.2684, -3.6786], [2.8174, -1.9547, -2.3808], [2.7491, -0.9346, -0.9197], [1.2363, -2.0017, -3.1706], [4.0595, -1.3722, -3.5043], [3.0786, -2.9655, -2.0802]]}



[4]
{"formula": "C16H11Cl2N5OSTi", "method": "the ωB97M-V functional and the def2-TZVPD basis", "total_energy_ev": -85266.204, "homo_energy_ev": [-6.370, -6.515], "fmax_ev_per_a": 0.673, "symbols": ["Ti", "N", "C", "S", "N", "N", "C", "C", "C", "C", "C", "C", "N", "H", "H", "H", "H", "H", "H", "H", "Cl", "C", "C", "C", "Cl", "C", "C", "C", "C", "N", "C", "C", "O", "H", "H", "H", "H"], "positions_angstrom": [[-0.4991, -0.1934, -0.0005], [2.8444, -2.6300, -1.5641], [1.7762, -2.1554, -0.8601], [0.3734, -1.6315, -1.7728], [1.8575, -2.0923, 0.4334], [0.7231, -1.5035, 0.9465], [0.2490, -2.0259, 2.0769], [-1.0245, -1.6087, 2.4514], [-1.7176, -2.0837, 3.5933], [-2.9718, -1.6391, 3.8684], [-3.5739, -0.6960, 2.9931], [-2.8964, -0.2830, 1.8928], [-1.6398, -0.7282, 1.5765], [2.6631, -2.9666, -2.4930], [3.5421, -3.1215, -1.0289], [0.7932, -2.8106, 2.5863], [-1.2185, -2.8027, 4.2300], [-3.5092, -1.9961, 4.7361], [-4.5657, -0.3118, 3.1833], [-3.3320, 0.4213, 1.1929], [-3.2035, 2.9732, -2.6743], [-2.2375, 3.3151, -1.2859], [-2.2997, 4.6024, -0.7177], [-1.5651, 4.9200, 0.3852], [-1.6694, 6.5140, 1.0626], [-0.7190, 3.9548, 0.9856], [0.0855, 4.1716, 2.1221], [0.8547, 3.1537, 2.6203], [0.8183, 1.8991, 1.9993], [0.0867, 1.6713, 0.9281], [-0.6687, 2.6754, 0.3976], [-1.4345, 2.3231, -0.7622], [-1.3554, 1.0974, -1.2369], [-2.9463, 5.3393, -1.1731], [0.0814, 5.1451, 2.5932], [1.4775, 3.2968, 3.4915], [1.3853, 1.0586, 2.3809]]}



[5]
{"formula": "C16H11Cl4NO2S", "method": "the ωB97M-V functional and the def2-TZVPD basis", "total_energy_ev": -83277.025, "homo_energy_ev": -6.826, "fmax_ev_per_a": 3.179, "symbols": ["Cl", "C", "C", "Cl", "C", "O", "C", "O", "C", "Cl", "C", "Cl", "C", "S", "C", "C", "C", "C", "C", "C", "C", "N", "C", "C", "H", "H", "H", "H", "H", "H", "H", "H", "H", "H", "H"], "positions_angstrom": [[-0.9621, 2.0279, 3.3569], [-0.1139, 0.6260, 2.8535], [-0.7927, -0.5659, 2.6491], [-2.4548, -0.7274, 2.9471], [-0.0665, -1.7735, 2.3004], [-0.5625, -2.9095, 2.4642], [1.2336, -1.5361, 1.6677], [1.3894, -2.0763, 0.4279], [1.9565, -0.3884, 2.0126], [3.5749, -0.1570, 1.4608], [1.3014, 0.6750, 2.6636], [2.1861, 2.0316, 3.1695], [-0.3453, -4.5488, 0.1888], [1.3127, -4.8190, 0.8295], [1.8414, -5.9651, -0.5003], [2.1725, -3.2556, 0.2434], [3.5812, -3.1930, 0.7303], [4.5623, -2.7429, -0.1699], [5.8656, -2.5908, 0.2692], [6.2011, -2.9020, 1.5924], [7.5328, -2.6742, 2.0641], [8.6119, -2.4554, 2.4565], [5.2411, -3.4524, 2.4387], [3.9298, -3.6184, 2.0037], [-0.9091, -4.1803, 1.0464], [-0.3383, -3.8066, -0.6145], [-0.7216, -5.5196, -0.1429], [2.6955, -6.5381, -0.1322], [0.9907, -6.6315, -0.6715], [2.1051, -5.4396, -1.4242], [2.1815, -3.3849, -0.8400], [4.2580, -2.5305, -1.1984], [6.6400, -2.2286, -0.4247], [5.5194, -3.7822, 3.4479], [3.1591, -4.0903, 2.6274]]}